Entry 1:
Formula: C5H9BN2O2
Source: OMol25
Level of theory: ωB97M-V/def2-TZVPD

The geometry in XYZ format:
```
19
Properties=species:S:1:pos:R:3:forces:R:3
B 0.367 0.308 1.677 0.08 1.45 -0.63
C 0.903 0.786 -1.102 -0.42 3.26 -0.23
C 1.342 -0.431 -1.309 1.80 -0.79 -1.03
C -0.570 0.759 -0.663 -0.28 0.69 -1.36
C -0.381 1.382 0.741 -2.18 -2.48 2.41
C -1.795 -1.484 -1.492 -2.92 3.06 2.60
N 0.374 -1.385 -1.402 0.70 0.24 1.66
N -0.787 -0.752 -1.038 0.07 -1.80 -1.56
O 1.739 0.471 1.857 -1.66 0.47 -1.07
O -0.355 -0.678 2.321 -0.67 1.88 -0.89
H 1.555 1.672 -0.929 -0.79 -0.90 -0.15
H 2.449 -0.613 -1.457 -1.65 -0.36 0.14
H -1.453 1.296 -1.171 1.73 -0.80 0.20
H 0.260 2.211 0.591 0.28 0.92 -0.03
H -1.318 1.675 1.351 1.04 -0.29 -1.36
H -1.527 -2.447 -1.737 0.60 -1.71 -1.00
H -2.904 -1.310 -1.280 1.90 0.39 -0.15
H 1.888 -0.060 2.603 1.32 -1.18 1.77
H 0.212 -1.400 2.440 1.05 -2.05 0.69
```
Positions in Å, forces in eV/Å.

- energy (eV) = -13080.7167
- orbital gap (alpha / beta) (Eh) = 0.264 / 0.266
- energy relative to the best compared isomer or geometry (same formula, charge and spin) (kcal per mole) = 85.5
- LUMO energy (alpha / beta) (eV) = 0.35 / 0.37
- strongest force on any atom (eV Å⁻¹) = 5.0
- charge = 0
- spin multiplicity = 1

natural (NBO) population analysis, charges in e, atoms 1 to 6: atom 1 (B): 1.12, atom 2 (C): -0.36, atom 3 (C): -0.03, atom 4 (C): -0.07, atom 5 (C): -0.76, atom 6 (C): -0.15

***

Entry 2:
Formula: C14H23HgN3O5
Source: OMol25
Level of theory: ωB97M-V/def2-TZVPD

The geometry in XYZ format:
```
46
Properties=species:S:1:pos:R:3:forces:R:3
C 1.101 3.770 -3.021 0.15 1.53 0.51
C 2.233 3.503 -3.753 1.05 -0.53 -0.56
H 0.531 4.672 -3.289 0.06 -0.53 0.29
H 0.912 3.308 -2.054 0.07 0.15 -0.55
C 2.900 2.226 -3.634 1.22 0.68 -0.45
C 2.341 1.206 -2.930 0.06 0.09 -0.06
H 1.387 1.371 -2.479 0.28 -0.24 0.11
H 2.832 0.241 -2.829 -0.06 0.17 -0.01
C 2.834 4.555 -4.656 -0.57 0.26 -0.20
H 2.184 5.441 -4.698 0.25 -0.30 0.01
H 2.981 4.194 -5.687 -0.03 -0.05 0.36
H 3.821 4.892 -4.297 -0.33 -0.31 0.05
C 4.236 2.028 -4.291 0.15 -0.13 -0.06
H 4.965 2.792 -3.971 -0.31 -0.21 -0.11
H 4.155 2.095 -5.387 0.03 0.01 0.28
H 4.634 1.039 -4.033 -0.07 0.33 -0.16
Hg -0.440 -0.448 3.131 -0.38 -0.44 0.63
O -0.797 0.274 0.567 0.30 -0.72 -1.35
C -0.692 -0.292 -0.525 -0.69 -0.91 2.88
O -1.478 -2.255 1.595 0.09 -0.24 -2.22
C -1.466 -2.496 0.386 -0.24 -0.23 1.74
O -1.867 -3.685 -0.099 0.46 1.10 -0.14
N -1.057 -1.670 -0.674 0.36 1.31 0.33
C -1.720 -3.705 -1.541 -0.37 -1.25 0.21
C -1.239 -2.356 -1.959 0.34 1.22 -0.24
H -2.689 -3.947 -1.969 0.00 -0.08 0.07
H -1.005 -4.479 -1.810 -0.08 -0.13 0.19
H -1.990 -1.843 -2.570 0.25 0.04 0.05
H -0.285 -2.405 -2.487 -0.17 -0.04 -0.10
C -0.288 0.435 -1.712 -0.74 0.87 -1.40
C -0.541 1.770 -1.786 -0.74 -1.89 0.18
H 0.058 -0.167 -2.574 -0.64 0.57 0.37
H -0.745 2.351 -0.888 -0.40 -0.27 -0.12
H -0.661 2.264 -2.746 0.37 -0.18 0.13
C -1.943 -2.611 8.309 0.04 -0.26 0.66
O -0.814 -2.339 7.456 -0.55 0.01 -1.00
C -1.096 -2.078 6.167 0.45 -0.15 0.33
O -0.248 -2.154 5.290 -0.63 0.32 0.42
N -2.431 -1.791 5.937 0.18 0.60 -1.14
N -2.690 -1.352 4.579 -0.15 -0.17 0.38
H -2.503 -1.700 8.566 0.25 -0.15 -0.05
H -1.491 -3.012 9.214 -0.15 0.10 0.00
H -2.627 -3.362 7.887 0.37 0.27 -0.02
H -2.904 -1.227 6.643 0.16 -0.29 -0.35
H -2.812 -2.206 4.019 -0.11 0.46 0.26
H -3.585 -0.846 4.604 0.47 -0.37 -0.15
```
Positions in Å, forces in eV/Å.

- energy (eV) = -33753.8125
- orbital gap (alpha / beta) (Eh) = 0.266 / 0.145
- energy relative to the best compared isomer or geometry (same formula, charge and spin) (kcal per mole) = 42.7
- LUMO energy (alpha / beta) (eV) = -7.24 / -9.58
- strongest force on any atom (eV Å⁻¹) = 3.1
- charge = +2
- spin multiplicity = 1

Mulliken population analysis, charges in e, atoms 1 to 6: atom 1 (C): -1.40, atom 2 (C): 1.46, atom 3 (H): 0.30, atom 4 (H): 0.71, atom 5 (C): 0.94, atom 6 (C): 0.48

***

Entry 3:
Formula: C12H17N
Source: OMol25
Level of theory: ωB97M-V/def2-TZVPD

The geometry in XYZ format:
```
30
Properties=species:S:1:pos:R:3:forces:R:3
C -2.773 -0.671 -2.251 2.86 0.00 -2.24
C -2.134 -0.100 -0.974 -2.12 -3.03 -2.19
C -2.390 1.165 -0.627 3.51 -1.43 4.56
N -1.698 1.300 0.708 -2.15 -0.41 -3.40
C -1.140 0.088 1.051 -0.15 -0.46 -1.14
C -0.275 -0.225 2.107 -0.72 -0.29 -0.37
C 0.073 -1.505 2.368 -0.41 -2.84 -2.19
C -0.352 -2.593 1.371 0.98 5.95 1.89
C -0.836 -2.152 0.165 -0.18 -2.90 -0.64
C -1.410 -0.899 0.020 -0.13 4.04 0.93
H -1.918 -1.112 -2.889 -1.02 -0.03 1.09
H -2.955 0.153 -2.940 -0.63 0.38 0.26
H -3.605 -1.378 -2.383 0.22 0.25 1.14
H -2.698 2.030 -1.126 -0.79 0.84 -0.59
H -1.589 2.265 0.915 0.81 0.12 1.35
H 0.144 0.559 2.635 0.72 1.47 1.29
H 0.868 -1.757 3.095 -0.90 0.13 -0.21
H -0.003 -3.513 1.614 0.90 -2.77 0.01
H -0.717 -2.917 -0.648 -0.87 0.99 0.47
C 2.617 -0.136 -0.005 3.15 -1.21 1.34
C 2.892 1.388 0.089 -2.67 -2.02 -3.48
C 1.559 1.891 -0.611 -0.06 4.02 -0.43
H 2.630 -0.530 0.991 -0.51 -0.45 0.85
H 1.724 -0.525 -0.486 0.11 0.43 -0.24
H 3.568 -0.645 -0.370 -1.35 0.39 -0.25
H 3.804 1.525 -0.540 -0.88 0.77 0.60
H 2.954 1.803 1.058 0.34 0.20 1.03
H 0.640 2.161 0.054 1.64 -1.60 -0.72
H 1.222 1.308 -1.570 0.79 1.28 1.94
H 1.798 3.022 -0.821 -0.50 -1.83 -0.69
```
Positions in Å, forces in eV/Å.

- energy (eV) = -14206.7688
- SMILES = Cc1c[nH]c2ccccc12.CCC
- orbital gap (Eh) = 0.331
- energy relative to the best compared isomer or geometry (same formula, charge and spin) (kcal per mole) = 82.3
- LUMO energy (eV) = 0.90
- strongest force on any atom (eV Å⁻¹) = 6.3
- charge = 0
- spin multiplicity = 1

natural (NBO) population analysis, charges in e, atoms 1 to 6: atom 1 (C): -0.65, atom 2 (C): -0.04, atom 3 (C): -0.06, atom 4 (N): -0.56, atom 5 (C): 0.19, atom 6 (C): -0.27